Entry from the Open Molecules 2025 dataset: a structure of composition C20H38BeNO13Zn at a distorted geometry (the ωB97M-V functional and the def2-TZVPD basis).

Output
Energy (a.u.): -3610.09003
HOMO energy (eV): -15.23
Largest force on an atom (eV/Å): 4.0
Kohn-Sham gap (eV): 1.377

ORCA input file:
```
! wB97M-V def2-TZVPD RIJCOSX def2/J DEFGRID3
* xyz 3 1
Zn -0.744 -4.103 -2.352
Be 4.102 3.199 -2.188
N -0.460 0.332 -1.426
O -1.087 0.938 -0.601
O -0.863 -0.705 -1.914
O 0.536 0.835 -1.933
C 4.453 -0.992 -3.870
O 4.293 0.371 -4.386
C 3.792 0.402 -5.759
C 3.841 1.809 -6.248
O 3.053 2.717 -5.464
C 2.859 3.990 -6.102
H 3.530 -1.565 -3.961
H 4.576 -1.065 -2.789
H 5.353 -1.428 -4.304
H 2.790 -0.024 -5.813
H 4.503 -0.220 -6.303
H 3.365 1.719 -7.225
H 4.883 2.061 -6.443
H 3.722 4.436 -6.596
H 2.448 4.743 -5.429
H 2.209 3.913 -6.974
C 7.789 1.160 -1.211
O 6.644 1.552 -0.402
C 6.970 1.816 0.956
C 5.761 1.621 1.889
O 4.641 2.210 1.183
C 3.485 2.273 1.948
H 8.667 1.776 -1.015
H 7.528 1.093 -2.267
H 8.097 0.167 -0.886
H 7.205 2.864 1.145
H 7.795 1.234 1.366
H 5.882 2.067 2.877
H 5.564 0.557 2.017
H 2.578 2.524 1.397
H 3.538 3.029 2.731
H 3.372 1.287 2.397
O -4.067 -4.409 0.026
C -4.968 -4.566 0.837
O -6.201 -3.936 0.696
C -7.052 -4.214 1.824
C -6.483 -5.611 2.241
C -5.009 -5.557 1.958
H -8.081 -4.359 1.497
H -6.919 -3.415 2.553
H -6.982 -6.309 1.569
H -6.720 -5.698 3.301
H -4.611 -6.527 1.661
H -4.372 -5.113 2.724
O -4.822 4.794 0.823
C -5.229 3.744 0.367
O -5.622 2.728 1.138
C -5.997 1.564 0.364
C -6.289 2.096 -1.072
C -5.446 3.364 -1.105
H -6.990 1.217 0.652
H -5.204 0.834 0.523
H -7.361 2.291 -1.061
H -6.169 1.397 -1.899
H -5.879 4.213 -1.634
H -4.480 3.145 -1.561
O -3.734 -2.523 6.448
C -2.648 -2.192 5.931
O -2.481 -1.808 4.670
C -1.160 -1.376 4.340
C -0.332 -1.388 5.636
C -1.291 -1.999 6.696
H -1.257 -0.316 4.107
H -0.761 -1.909 3.477
H -0.024 -0.391 5.950
H 0.534 -2.036 5.502
H -1.530 -1.398 7.573
H -1.033 -2.929 7.203
*
```